The following is a quantum chemistry calculation of a molecular structure, C32H84F2N8NaO12PSr in a non-equilibrium geometry, from OMol25.

```
141
Properties=species:S:1:pos:R:3:forces:R:3
Na 2.066304 -3.221194 -1.186738 -0.6 0.7 0.5
Sr -1.032649 -2.981325 2.804528 -0.4 0.6 -1.8
O 0.952047 -4.265970 4.035292 1.0 0.1 -1.0
C 1.931145 -4.581340 3.090739 -1.5 0.3 -1.9
C 1.422095 -4.691319 1.547516 -1.2 0.2 -0.2
O 0.671018 -3.664119 0.904101 1.2 -0.3 1.9
H 2.267305 -5.588184 3.338436 0.1 -0.6 0.3
H 2.843496 -3.991059 3.176068 0.0 0.5 0.5
H 0.818390 -5.596897 1.487898 -0.3 -0.5 0.5
H 2.252604 -4.997493 0.911426 1.0 0.2 0.3
O 0.636054 -1.156608 -1.243284 -1.4 0.8 2.2
P -0.474109 -0.664044 -0.331461 -0.9 -1.8 -1.6
O -0.858631 -1.213812 1.049287 1.0 1.9 -2.4
F -1.862891 -0.918688 -1.254556 2.0 1.1 1.2
F -0.483100 0.960736 -0.400909 0.0 -2.1 0.7
C 5.432304 -3.222561 0.281596 -0.2 -0.2 0.6
C 4.564432 -2.072933 0.771039 0.9 1.5 -1.6
C 5.370405 -0.894175 1.407737 -0.5 -1.1 0.6
O 4.412779 0.024106 1.913630 -0.1 -0.1 -0.4
C 4.843402 1.206010 2.562521 0.0 0.1 0.2
N 3.821772 -1.569789 -0.410237 -1.2 -0.6 0.8
H 6.068379 -3.607640 1.078597 0.1 -0.1 -0.1
H 6.028122 -2.949623 -0.589376 0.2 0.3 0.2
H 4.793699 -4.024484 -0.088829 -0.1 -0.2 0.2
H 3.741305 -2.328549 1.438292 0.4 -0.5 0.4
H 6.078941 -0.483809 0.688250 -0.1 0.3 -0.2
H 5.946411 -1.294959 2.241821 0.3 0.0 0.2
H 5.006125 2.040883 1.880898 0.0 -0.1 -0.3
H 5.743642 1.089705 3.165965 0.2 -0.3 -0.1
H 4.045615 1.496282 3.246162 -0.1 0.0 -0.1
H 4.328116 -1.034054 -1.100678 0.5 0.1 0.1
H 3.173397 -0.948226 0.051687 -0.5 0.6 -0.7
C -1.496147 -5.757648 -1.504087 -1.3 1.1 -0.9
C -1.799539 -4.246008 -1.786215 0.9 -1.8 1.7
C -2.987030 -3.947386 -2.680732 0.0 0.6 1.0
O -2.967305 -4.664354 -3.865496 2.4 -0.4 1.8
C -3.870257 -4.226330 -4.762141 -0.7 0.5 -1.7
N -1.972567 -3.644124 -0.452022 -0.9 0.5 -0.2
H -2.397481 -6.155566 -1.037881 0.0 -0.2 0.0
H -0.675167 -5.877012 -0.797098 0.2 0.0 -0.3
H -1.372206 -6.231057 -2.478061 0.4 -0.4 0.3
H -0.894651 -3.822852 -2.222362 0.1 0.2 -0.6
H -2.927398 -2.865961 -2.803467 0.1 0.4 -0.8
H -3.964517 -4.034527 -2.206350 -0.1 -0.7 0.6
H -3.469128 -4.588840 -5.708603 -0.9 -0.3 -0.3
H -3.894691 -3.141611 -4.866476 0.0 0.4 0.2
H -4.860237 -4.571846 -4.464360 -0.4 -0.1 -0.6
H -1.087998 -3.632912 0.035331 0.6 -0.4 -0.2
H -2.167003 -2.664268 -0.600955 -0.3 -0.1 0.1
C -1.252921 -1.049387 7.241044 -0.2 0.6 0.9
C -1.120479 -1.224232 5.759196 0.3 -0.1 -0.7
C 0.303286 -1.141353 5.238452 -0.1 0.5 -0.1
O 0.293738 -0.942523 3.803809 -0.3 -0.4 0.0
C 1.622321 -0.776637 3.271036 0.5 -0.8 0.8
N -1.682579 -2.503326 5.248150 -0.5 0.1 0.5
H -0.593079 -1.633945 7.882140 0.3 -0.1 -0.3
H -2.264813 -1.262578 7.585607 -0.1 -0.2 -0.2
H -1.137994 0.010413 7.468455 0.4 0.0 0.2
H -1.605637 -0.360334 5.304893 -0.6 -0.4 -0.3
H 0.738739 -2.093582 5.541333 0.8 0.0 -0.3
H 0.847121 -0.289902 5.647558 0.0 -0.1 0.4
H 2.127092 0.088770 3.700423 -0.2 0.2 -0.1
H 1.686490 -0.770112 2.182948 -0.7 0.2 0.1
H 2.170831 -1.659056 3.600566 0.4 -0.1 0.0
H -2.615600 -2.620042 5.616858 -0.7 0.5 -0.5
H -1.287312 -3.312804 5.704882 1.1 0.0 0.5
C -0.552614 -1.410204 -4.592616 0.3 -0.8 0.2
C 0.223598 -0.156858 -5.077715 0.6 -2.7 0.6
C 0.655554 -0.349620 -6.570949 0.9 0.0 1.9
O 1.506876 -1.521278 -6.674908 -0.7 0.3 -1.2
C 2.001637 -1.743103 -8.026623 -0.1 -0.3 0.8
N -0.620769 0.967623 -4.839317 0.5 0.8 -0.9
H 0.062088 -2.305275 -4.497183 0.2 -0.1 -0.6
H -1.434154 -1.642957 -5.189955 0.1 0.0 -0.5
H -0.948562 -1.341433 -3.579406 0.1 0.7 0.2
H 1.058661 -0.098813 -4.379571 0.6 0.2 -0.5
H 1.241770 0.520173 -6.867401 -0.2 0.2 -0.3
H -0.300952 -0.408624 -7.090303 0.1 -0.3 -0.7
H 2.752892 -1.004299 -8.305704 -0.2 0.3 -0.1
H 1.214992 -1.850292 -8.773487 -0.3 0.6 0.1
H 2.496743 -2.711155 -8.103059 0.1 -0.1 0.7
H -1.384485 0.788548 -5.475527 -0.9 0.6 0.4
H -0.905182 0.846674 -3.877767 -0.7 0.0 -0.3
C -3.165367 3.441055 -0.905356 -1.6 1.0 1.7
C -2.328726 3.724225 -2.069604 0.4 -1.1 -1.0
C -1.266680 4.769640 -1.833560 1.8 0.2 0.5
O -1.631199 6.063433 -1.374460 -0.4 0.8 -0.4
C -2.161657 6.989141 -2.358197 -0.5 -0.6 0.6
N -1.854380 2.369016 -2.447035 0.0 1.3 -0.9
H -2.747770 2.821573 -0.111657 0.8 0.0 -0.1
H -4.085857 2.908882 -1.145361 -0.2 0.4 -0.3
H -3.343998 4.417796 -0.455739 -0.7 -0.1 0.4
H -2.896732 4.220420 -2.856540 -0.7 -0.8 -0.4
H -0.645025 4.901003 -2.719212 0.0 -0.2 -0.4
H -0.582822 4.384369 -1.077242 0.2 0.0 0.3
H -1.616578 7.024678 -3.301448 0.1 -0.6 -0.1
H -2.180309 8.023935 -2.016200 0.5 -0.2 0.7
H -3.219292 6.752972 -2.475382 0.0 -0.1 -0.6
H -1.184239 2.388051 -3.202440 0.1 0.1 0.0
H -1.504576 1.856465 -1.650146 0.0 0.4 -0.3
C 0.312016 3.229899 4.410583 -0.4 0.8 0.4
C -0.397985 3.250403 3.027100 1.6 0.0 1.4
C -0.143680 4.561920 2.237709 -0.4 -0.5 0.4
O -0.771054 5.658682 2.884725 -0.4 0.9 -1.7
C -1.128024 6.737212 1.911821 -0.2 -0.9 1.4
N 0.184731 2.114083 2.282702 -0.5 0.7 -0.4
H -0.047230 3.967844 5.127849 -0.2 0.6 -0.5
H 1.384257 3.401809 4.316539 0.0 -0.2 -0.2
H 0.140693 2.349658 5.030198 0.0 -0.7 -0.6
H -1.468297 3.163773 3.214245 -0.3 0.0 -0.2
H -0.526734 4.356105 1.238202 -0.5 0.3 -0.3
H 0.911421 4.777011 2.068571 0.4 -0.2 0.4
H -1.957486 6.427465 1.276090 0.3 -0.4 -0.3
H -0.273441 7.076641 1.326522 0.1 -0.2 0.0
H -1.527547 7.570135 2.490361 0.3 -0.1 0.2
H 0.067307 1.243640 2.781348 -0.1 0.0 0.3
H -0.346760 1.996028 1.432010 0.1 0.0 -0.3
C -4.397252 -1.134411 2.915826 1.6 -0.8 -1.5
O -3.613547 -2.121182 2.930015 -0.9 1.0 0.5
N -4.604518 -0.396864 1.810777 -0.1 0.4 1.3
C -5.364240 0.856201 1.899528 -0.2 0.1 -1.1
C -3.970017 -0.656786 0.515053 0.3 -0.9 0.4
H -4.943168 -0.774348 3.801558 0.1 -0.2 -0.1
H -6.203623 0.794789 1.206868 -0.1 0.0 0.0
H -4.737882 1.669736 1.533569 0.1 0.1 0.1
H -5.777735 1.165834 2.859346 0.4 -0.7 0.3
H -3.206137 -1.431108 0.585756 -0.3 0.2 0.6
H -4.691869 -1.082373 -0.182014 -0.2 0.5 -0.2
H -3.441040 0.219513 0.140359 -0.5 0.2 0.0
C 3.137191 1.424586 -2.675135 0.1 -0.2 -2.5
O 3.950532 1.104508 -3.543514 -0.6 -0.4 0.8
N 3.447364 2.130257 -1.613266 0.8 1.7 2.8
C 2.470733 2.846613 -0.768750 -1.0 -1.2 -1.0
C 4.821874 2.504444 -1.341870 0.5 0.2 0.2
H 2.058214 1.238108 -2.790172 0.0 -0.2 0.1
H 2.445172 3.927395 -0.907811 0.5 0.0 -0.1
H 2.482992 2.610582 0.295318 0.5 -0.1 0.0
H 1.513278 2.473796 -1.132618 -0.3 0.2 0.2
H 4.989885 3.554538 -1.580994 0.0 0.1 0.0
H 5.014442 2.379345 -0.276328 0.0 0.0 0.1
H 5.580475 1.936827 -1.880794 -0.5 -0.2 -0.2
```
Positions in Å, forces in eV/Å.

Spin multiplicity: 2
Net charge: +1
Total energy: -3344.55145 Ha